# C17H35BrF3IN3O5

3 unconnected molecules or ions with the total composition C17H35BrF3IN3O5 (ωB97M-V/def2-TZVPD, OMol25).

The geometry in XYZ format:
```
65
Properties=species:S:1:pos:R:3
O -1.17681 6.40750 0.47597
C -0.38170 5.54098 0.41630
Br 1.50254 5.96083 0.43611
C -0.77702 4.08370 0.36759
C 0.21687 3.10776 -0.29328
O 0.73831 2.19690 0.66497
C 0.18916 0.88948 0.67680
C 0.30901 0.27324 2.08598
C 1.25665 0.98151 3.05886
O 1.04282 0.43990 4.35740
C 2.71241 0.66206 2.72060
F 3.55625 1.47499 3.37445
F 3.01305 -0.60228 3.05182
F 2.94718 0.79887 1.39730
C -1.27303 0.86686 0.28033
N -1.49913 1.48196 -1.08506
C -0.35400 2.37128 -1.48690
I -0.90985 3.68973 -3.05683
H -1.75074 4.07532 -0.12497
H -0.93866 3.74605 1.39150
H 1.06913 3.66307 -0.68057
H 0.74047 0.23885 -0.01095
H -0.66804 0.22439 2.56730
H 0.66781 -0.75236 2.00031
H 1.11864 2.05809 3.11179
H 0.52523 1.06090 4.87843
H -1.90916 1.38917 0.99183
H -1.62641 -0.16009 0.23840
H -1.64119 0.75353 -1.78426
H -2.37019 2.01407 -1.09115
H 0.41563 1.72928 -1.90689
C 4.04520 -2.90534 -2.25516
C 3.96920 -2.14427 -0.93535
C 5.26060 -2.19128 -0.10859
O 5.49213 -3.41360 0.55495
C 6.06817 -4.44146 -0.23179
N 2.81236 -2.62246 -0.16660
H 3.95144 -3.98047 -2.10851
H 3.23058 -2.60031 -2.91230
H 4.98595 -2.70961 -2.77159
H 3.79390 -1.09032 -1.17664
H 5.17763 -1.44477 0.68631
H 6.12980 -1.91611 -0.72067
H 6.77765 -4.03646 -0.95900
H 5.30794 -5.02823 -0.75259
H 6.60278 -5.10634 0.44448
H 2.70782 -2.03910 0.65967
H 3.05232 -3.53687 0.20734
C -6.39227 -1.23710 -1.17487
C -4.97732 -1.68744 -0.82479
C -4.22918 -0.71847 0.09838
O -3.75751 0.47372 -0.53066
C -4.73184 1.49907 -0.70475
N -4.25070 -1.97285 -2.06523
H -6.39486 -0.46619 -1.94575
H -6.96167 -2.07792 -1.56532
H -6.91743 -0.85193 -0.29906
H -5.05878 -2.62652 -0.27163
H -3.33205 -1.22352 0.46789
H -4.83637 -0.45660 0.97218
H -5.44033 1.54348 0.12354
H -5.26943 1.39455 -1.64696
H -4.18202 2.44546 -0.73556
H -3.35442 -2.40373 -1.85504
H -4.02451 -1.09256 -2.51955
```

Net charge ... +1
Orbital gap ... 7.7 eV
DFT total energy ... -4380.24021 Ha
F_max ... 0.80 eV Å⁻¹

These are the Mulliken partial charges, in e, on atoms 1 to 6: atom 1 (O): -0.435, atom 2 (C): 0.193, atom 3 (Br): -0.144, atom 4 (C): -0.330, atom 5 (C): -0.131, atom 6 (O): -0.400